100
Properties=species:S:1:pos:R:3:forces:R:3:mulliken_charge:R:1 method="wB97M-V/def2-TZVPD" e_above_lowest_kj_mol=199.5 e_homo_ev="1.791 / 1.796" orbital_gap_ev="2.40 / 2.39" fmax_ev_per_a=4.61 charge=-2 lumo_energy_ha="0.154 / 0.154"
H -3.91417 1.89890 -2.11517 0.0093 -0.0220 0.0043 0.34
H 0.53148 -2.31615 -2.75447 -0.0689 -0.0829 -0.1372 0.17
H -1.73894 -3.35938 0.40488 0.1537 -0.1161 -0.5171 0.24
C 0.81430 -2.70976 3.40029 0.6115 -0.6838 0.6451 0.81
H -0.23199 3.67478 -7.19046 -0.3504 0.1758 0.0067 0.37
C 1.75895 -4.07725 0.77181 0.2093 -0.9508 0.0768 -0.10
H -1.22268 -3.40767 6.66023 0.2509 0.1708 -0.1892 0.31
C -1.25215 -2.55184 4.66607 0.5225 -0.6643 0.3372 -0.63
H 1.08105 1.88275 -2.58433 -0.0032 1.3446 0.1628 -0.04
N -1.06110 2.90497 0.51907 -1.9231 1.4888 3.4275 0.34
C -1.96088 0.00957 -2.48095 -0.0869 -0.9664 0.7580 1.48
H -0.03956 -1.26574 -4.05532 0.0015 -0.1134 -0.0817 0.43
H -1.86493 4.46627 -7.17997 0.4271 -0.0877 -0.0742 0.36
C -3.61380 -1.28319 0.62568 -0.0440 0.1111 0.4346 -1.49
C -1.78388 -1.85041 -1.11928 -0.7904 1.0446 -0.1143 1.08
C -0.84516 4.48132 -6.75925 -0.1147 0.0217 -0.6403 -1.54
C -0.53634 -2.39355 3.46581 -0.7436 0.2114 -0.5825 0.35
H 6.96311 0.12099 1.86563 -0.2446 -0.0059 0.0703 0.34
C 5.39366 -0.76489 3.06961 0.0581 -0.0915 0.0202 -0.62
H -1.67959 1.91205 -3.42481 -0.2284 -0.3902 -0.3544 -0.14
H 3.28347 -3.49694 -0.64843 -0.0984 -0.1665 0.1164 0.41
H -4.63015 -0.88116 0.49915 0.0745 -0.1795 0.0660 0.44
H -4.95175 0.71567 -1.28565 0.2817 0.2306 0.0586 0.37
C -1.08063 0.56649 2.07093 -3.5673 0.9244 -1.9625 -0.04
C 3.91217 -0.87634 0.71595 0.1569 0.0969 -0.8687 -0.19
C 0.86115 -6.32598 0.47385 -0.3151 0.9341 0.9204 -0.74
N -0.40534 0.34570 4.35449 2.4582 1.1290 1.5979 -0.28
C -2.78083 -0.98366 -0.56531 0.9317 -0.3532 -1.2023 0.20
H -1.96790 4.32066 1.89744 -0.2989 0.1616 0.4018 0.52
H 5.94292 -0.64739 4.01276 -0.2422 -0.1392 -0.4010 0.37
H 2.50536 -3.59357 4.46029 -0.2700 0.0658 0.1218 0.37
H -0.88823 -2.80636 -3.71345 0.2824 0.2079 -0.0098 0.26
C -3.20984 5.19343 -2.35074 -0.7970 0.1547 0.0456 -1.74
H 3.71405 -1.78230 4.00277 0.2656 0.2974 -0.3886 0.14
H 5.59677 0.08051 -0.23770 -0.1562 -0.0567 0.2777 0.38
C -1.46006 5.02094 -0.16268 -0.0717 0.9849 2.1132 -0.42
C 5.95454 -0.29050 1.88000 -0.3944 -0.0536 -0.2390 -0.49
C -0.62476 3.03313 -0.64855 1.4666 -2.4665 -3.6032 -1.00
C 0.17812 3.78996 -4.59525 -0.3120 0.4952 0.7993 -0.79
As 1.72274 -2.39590 1.70826 -2.1258 2.2879 -1.0793 0.23
H 2.26952 3.21840 -2.87556 -0.7037 -0.1504 -0.0729 0.55
C -1.96213 4.95732 -3.15915 0.2897 -0.1192 -0.9767 1.19
C -0.76288 4.58451 -2.53230 -0.4145 -2.6832 1.2493 -0.20
H -1.64289 6.12429 -0.21180 0.1617 -1.3181 0.0245 0.47
C 3.40502 -1.47024 1.87617 0.2219 -0.1999 0.5046 0.44
C 5.19346 -0.32722 0.69100 -0.1189 -0.1636 0.5381 -0.87
H -1.20062 0.51789 -4.43456 -0.1691 0.1413 0.2232 0.28
C -2.88120 0.16083 -1.40108 0.6146 -1.0232 -0.3495 0.96
H 1.81423 -7.54313 -1.03569 -0.1082 0.6896 0.3124 0.29
C 0.87540 -5.09529 1.17084 0.5084 -0.4535 -0.7985 -0.17
C 1.45375 -3.30712 4.52022 -0.6308 0.3485 -0.1144 -0.87
H -3.16844 -0.78475 1.50156 -0.2186 -0.2509 0.0420 -0.02
C -0.18545 0.79540 3.02708 1.2185 0.1771 1.6941 0.29
H -2.15162 1.04957 2.31685 1.5778 -1.8524 -0.0220 -0.18
C 0.20998 3.80687 -3.18432 0.1785 0.5905 -1.5132 1.13
C 2.14571 1.52532 3.58870 -2.0807 -0.5854 -1.6741 -0.67
C -0.90847 4.35810 -5.27410 0.5446 0.2759 0.2941 1.28
C 4.14310 -1.38915 3.07241 -0.1457 -0.0354 0.0282 -0.40
C -3.94784 1.18702 -1.28518 -0.1751 0.4094 0.3138 -1.76
H 0.10479 -7.06856 0.75004 0.4345 0.1606 -0.1170 0.36
H 3.28236 -0.82942 -0.19244 0.3935 -0.1570 0.5983 0.34
C -1.93850 0.86602 -3.69242 -0.0393 0.6657 -0.3724 -1.41
H -2.86870 5.29697 -5.11484 0.5102 -0.4750 0.3332 0.22
C -1.99405 4.88853 -4.56948 0.0738 0.3556 0.6037 -1.06
H -3.82837 1.76160 -0.35503 -0.2023 0.0021 -0.1243 0.18
C 0.71045 -3.55107 5.68657 0.6617 -0.2532 -0.1975 -0.70
H 3.36575 -5.72078 -1.76978 -0.2179 -0.0112 0.2211 0.37
H -0.37148 5.43152 -7.06472 -0.1903 -0.2375 0.1167 0.27
N -0.76453 4.32455 -1.13402 -1.0967 1.3872 0.2602 0.43
C 1.24407 2.99720 -2.45794 2.0020 -0.1698 0.4431 -1.73
H 0.55983 -0.03178 6.17282 -0.1725 -0.0051 -0.0206 0.38
C 1.93864 0.94135 4.84913 1.2352 0.1142 0.6967 -0.34
Ca -0.21467 0.37556 -0.20932 -1.7790 0.5671 0.4050 1.25
H 3.09624 1.92736 3.25359 0.1063 0.1612 0.2918 0.37
H 1.11896 1.93247 1.64599 0.0862 -0.2481 1.1671 0.20
H -2.93446 0.85737 -4.19797 0.5405 0.1564 0.1977 0.26
H -1.04622 -2.00482 2.56118 0.3698 0.2041 0.6903 -0.19
H 1.27913 3.22462 -1.35352 0.1135 -0.3917 -1.6415 0.34
C 0.67800 0.39993 5.17746 -1.3273 0.3115 -1.4187 -0.63
C 1.77994 -6.55624 -0.53386 0.3710 -0.5902 -0.8400 -0.32
C -1.27031 -1.23326 -2.29799 -0.6115 0.2888 0.5518 -0.27
C 2.66327 -5.55587 -0.95207 -0.3205 0.9431 0.7631 -0.75
C -1.53203 -3.25358 -0.67952 0.2829 -0.3202 0.0372 -1.41
H 1.19497 -4.03316 6.55234 -0.2247 0.2635 -0.5299 0.30
H 2.77708 0.96912 5.57858 -0.7719 -0.1924 -0.3323 0.28
H -3.12983 6.08166 -1.70352 -0.1506 -0.4595 -0.2319 0.39
H -2.27980 -2.17749 4.73792 0.4553 -0.2480 -0.1465 0.32
C -1.60784 4.14590 0.90981 0.8102 0.5614 -1.8691 -1.17
C -0.36932 -1.93924 -3.25983 0.0592 -0.0530 0.0084 -1.61
H -0.46938 -3.52553 -0.85144 -0.5790 -0.0360 0.1176 0.03
H -3.48447 4.31325 -1.70820 0.5633 0.7662 -0.5042 0.24
H -2.18390 -3.97748 -1.24258 0.4930 0.3562 0.4453 0.29
H 0.20420 -4.92593 2.00251 -0.0751 -0.0063 -0.0221 0.40
H -4.06814 5.35282 -3.02477 0.3031 -0.0059 0.0517 0.41
C -0.63808 -3.19404 5.76208 -0.4409 0.6806 -0.8845 -0.53
H -3.67218 -2.37241 0.80811 -0.0813 0.4307 0.0087 0.30
H 1.03933 3.37466 -5.13638 -0.5483 -0.0592 0.1038 0.26
O 0.76481 -1.42431 0.66260 1.9325 -1.7584 1.1144 0.52
C 2.62685 -4.29625 -0.30435 0.0522 -0.8084 -0.3711 -0.23
C 1.06983 1.48202 2.67096 1.5147 -0.6366 0.6767 -0.13



13
Properties=species:S:1:pos:R:3:forces:R:3:mulliken_charge:R:1 method="wB97M-V/def2-TZVPD" smiles="COCC(N)=O" e_above_lowest_kj_mol=94.8 e_homo_ev=-9.884 orbital_gap_ev=10.76 fmax_ev_per_a=0.37 lumo_energy_ha=0.032
H -1.67418 1.90114 -0.12447 -0.0468 -0.1697 -0.0100 0.28
C -1.86594 0.82685 -0.26672 -0.2435 0.1423 -0.0840 -0.68
C 0.43193 0.45733 -0.25670 0.1973 0.1629 -0.1120 -0.26
H 0.26182 -1.98023 0.48122 0.1708 0.0821 0.0250 0.24
H -2.77699 0.55465 0.27156 0.1428 0.0212 -0.1146 0.24
H 0.45219 0.34645 -1.35604 0.0336 0.0196 0.1783 0.27
H 1.90445 -2.28400 0.97268 -0.1095 0.0627 -0.0610 0.25
C 1.55045 -0.39142 0.32934 0.1451 0.0307 -0.0411 0.34
H -2.00343 0.63453 -1.34220 0.0219 0.0352 0.1678 0.29
N 1.23239 -1.70280 0.49487 -0.0108 0.0299 0.1177 -0.37
H 0.64977 1.50627 -0.01744 -0.0329 -0.1408 0.0085 0.33
O 2.65044 0.07775 0.55521 -0.3010 -0.1786 -0.1102 -0.61
O -0.81289 0.05346 0.25869 0.0332 -0.0974 0.0358 -0.33